Entry 1:
38
Properties=species:S:1:pos:R:3 method="wB97M-V/def2-TZVPD" orbital_gap_ev=9.31 largest_force_ha_per_bohr=0.00962 e_lumo_ev=0.4 total_charge=0 e_homo_ev=-8.915
C 0.44028 4.89892 -2.22791
C 0.73287 3.73371 -1.33744
C 0.95672 3.87072 0.02522
C 1.20913 2.77322 0.82855
C 1.25221 1.49809 0.28511
C 1.03067 1.33237 -1.07442
C 0.77421 2.44259 -1.85174
F 0.55650 2.26130 -3.17405
H 1.03846 0.35486 -1.52821
C 1.53293 0.29917 1.16490
N 0.78336 -0.85125 0.70577
C -0.59447 -0.78601 0.84498
O -1.15944 0.21133 1.24415
N -1.25873 -1.90320 0.44842
C -2.69749 -1.96396 0.62062
H -2.97878 -1.19725 1.34466
H -3.20787 -1.74747 -0.32546
C -3.07722 -3.35169 1.12003
O -2.69781 -4.37792 0.21496
C -1.68301 -4.00183 -0.68703
H -2.11427 -3.48251 -1.55540
C -0.62226 -3.10778 -0.04460
H -0.13846 -3.65882 0.77571
H 0.13194 -2.85421 -0.79589
H -1.22986 -4.93404 -1.03244
H -4.15976 -3.42998 1.25190
H -2.59275 -3.53378 2.09050
H 1.23059 -1.74431 0.84722
H 1.25916 0.55945 2.20089
C 3.02413 -0.04562 1.15532
Cl 3.56421 -0.52331 -0.46288
Cl 3.33867 -1.40955 2.26657
Cl 3.98592 1.33912 1.69183
H 1.36352 2.91104 1.88756
H 0.92492 4.85603 0.46543
H -0.58544 4.84102 -2.59129
H 0.57127 5.83599 -1.69444
H 1.09595 4.88555 -3.09712

=====

Entry 2:
38
Properties=species:S:1:pos:R:3 method="wB97M-V/def2-TZVPD" orbital_gap_ev=8.40 largest_force_ha_per_bohr=0.02741 e_above_lowest_kj_mol=144.08 e_lumo_ev=0.0 total_charge=0 e_homo_ev=-8.415
O 1.23016 1.55577 0.62332
C 1.07007 1.22381 -0.54046
N 1.87952 1.50098 -1.56468
H 1.60469 1.11557 -2.46082
C 3.12915 2.20339 -1.44719
H 3.19878 2.96981 -2.22347
H 3.14361 2.68314 -0.46629
C 4.34111 1.25576 -1.58819
C 4.52913 0.37716 -0.34799
H 5.02322 -0.55627 -0.61912
C 5.44967 1.23956 0.51342
H 4.86692 1.96824 1.07664
C 6.30814 1.93516 -0.54313
H 7.20934 1.34862 -0.76589
O 5.52432 2.02117 -1.72573
H 6.61117 2.94460 -0.25293
H 6.04831 0.65705 1.20916
H 3.58370 0.15149 0.13875
H 4.21361 0.66422 -2.50420
C -0.15447 0.41424 -0.98784
O -0.30050 0.04455 -2.13348
N -0.98283 0.19790 0.05838
N -2.13523 -0.47787 -0.02615
C -2.84917 -0.61921 1.01811
C -4.10051 -1.33855 0.97711
C -4.56858 -1.90724 -0.21205
C -5.76195 -2.59044 -0.24311
C -6.53254 -2.73097 0.91222
C -6.05829 -2.15980 2.09716
C -4.86391 -1.47381 2.13809
H -4.52381 -1.04356 3.06801
Cl -7.02178 -2.33516 3.54194
O -7.69468 -3.40240 0.85695
H -8.10032 -3.40567 1.73945
H -6.13248 -3.03279 -1.15370
H -3.97000 -1.79562 -1.10123
H -2.54188 -0.20035 1.98515
H -0.67168 0.59754 0.95380

=====

Entry 3:
38
Properties=species:S:1:pos:R:3 method="wB97M-V/def2-TZVPD" orbital_gap_ev=6.85 largest_force_ha_per_bohr=0.09436 e_lumo_ev=-8.3 total_charge=+2 e_homo_ev=-15.177
C 6.04638 -3.31243 0.92998
P 6.11528 -1.54809 0.20731
O 6.60008 -1.78184 -1.42345
N 4.44862 -0.81808 0.22295
C 3.52782 -1.16814 -0.85165
C 2.09148 -0.59715 -0.88266
C 1.60236 0.37961 0.24936
C 0.09946 0.87337 0.15612
C -0.46005 1.64701 -1.08648
C -1.96777 2.03437 -1.07167
N -2.86207 1.69472 0.02832
C -4.33392 2.05097 -0.01156
C -5.27988 0.72424 0.06193
O -6.48246 1.04727 0.81833
C -5.62664 0.14518 -1.40541
F -6.35666 -1.08433 -1.32578
F -4.44830 -0.15429 -2.16355
F -6.48299 1.05956 -2.09289
C -2.33442 1.00554 1.18082
C -0.86145 0.54197 1.34194
C 2.62534 0.75426 1.34910
C 4.04915 0.10688 1.26398
H 5.00381 -3.77788 0.91928
H 6.77885 -4.03008 0.39284
H 6.43884 -3.25043 2.01679
H 5.92372 -2.26872 -1.94630
H 3.79843 -1.90376 -1.69611
H 1.35662 -0.88702 -1.70587
H 0.22290 1.91167 -1.96526
H -2.36262 2.57647 -2.00899
H -4.53470 2.51061 -1.03811
H -4.63401 2.71701 0.86817
H -4.74177 -0.13162 0.61960
H -6.57920 0.34433 1.50834
H -3.06836 0.78317 2.02700
H -0.48764 -0.01417 2.27574
H 2.33612 1.47581 2.18185
H 4.83965 0.34399 2.05599

=====

Entry 4:
40
Properties=species:S:1:pos:R:3 method="wB97M-V/def2-TZVPD" orbital_gap_ev=4.76 largest_force_ha_per_bohr=0.07221 e_above_lowest_kj_mol=0.00 e_lumo_ev=1.2 total_charge=-1 e_homo_ev=-3.542
C 1.53110 -1.03728 2.12297
C 0.79046 0.23605 1.91825
C -0.58075 0.35351 2.13664
C -1.26943 1.62193 1.99114
O -0.72487 2.69769 1.64408
N -2.63123 1.67307 2.28675
C -3.30377 2.94788 2.23413
C -3.51280 0.52743 2.29582
N 1.44515 1.33524 1.51941
N 2.71000 1.36100 1.42226
C 3.17408 2.66544 1.04314
N 2.20367 3.59030 0.88792
O 4.38091 2.80565 0.89512
H 0.83227 -1.87559 2.16718
H 2.23572 -1.20800 1.30095
H 2.10649 -1.01379 3.05758
H -1.09906 -0.53671 2.47911
H -2.55923 3.74473 2.26139
H -3.90214 3.04562 1.31697
H -3.98522 3.03765 3.08829
H -2.96106 -0.39261 2.49030
H -4.27178 0.65872 3.07912
H -4.03652 0.40469 1.33253
H 1.23321 3.35274 1.09282
H 2.49022 4.52028 0.65051
F 3.15223 -3.35206 -4.42873
C 2.10118 -2.54446 -4.77236
F 2.62949 -1.35234 -5.18780
F 1.49795 -3.11819 -5.86758
C 1.12791 -2.37168 -3.64136
C 0.40242 -1.18053 -3.53111
C -0.50888 -1.02482 -2.50188
C -0.71981 -2.06903 -1.54600
S -1.81105 -1.88987 -0.30600
C 0.02943 -3.27906 -1.70276
C 0.93846 -3.42064 -2.73525
H 0.56093 -0.38057 -4.25182
H -1.07900 -0.10001 -2.40572
H -0.12654 -4.09168 -0.99223
H 1.50990 -4.34074 -2.84381

=====

Entry 5:
37
Properties=species:S:1:pos:R:3 method="wB97M-V/def2-TZVPD" orbital_gap_ev="5.51 / 3.73" multiplicity=5 largest_force_ha_per_bohr=0.11857 s2=6.129 e_lumo_ev="-2.8 / -7.1" total_charge=+1 e_homo_ev="-8.310 / -10.849"
O -0.92001 2.02349 -2.02923
C -1.59676 1.11354 -1.77689
Fe -2.73607 -0.14385 -1.33428
C -3.69456 0.97565 -0.31607
O -4.30544 1.88881 0.05911
C -3.76116 0.19544 -2.70524
O -4.43327 0.70064 -3.50945
C -1.10015 -0.98766 0.11300
C -0.43522 -1.49905 -1.09214
C -1.46949 -1.49172 -2.18096
C -2.65357 -2.21020 -1.89640
C -3.12502 -2.18657 -0.58393
C -2.40509 -1.43746 0.37661
H -0.57269 -0.38618 0.83669
H 0.47055 -0.92531 -1.33427
H -0.08791 -2.53653 -0.89241
H -1.14036 -1.33831 -3.21411
H -3.23344 -2.67461 -2.69621
H -4.07837 -2.64878 -0.31962
H -2.85421 -1.25977 1.36298
C 2.69852 -1.31341 0.69593
C 3.79109 -0.27508 0.99724
N 2.99921 0.82035 1.50109
C 3.27017 2.20918 1.74662
C 1.86483 2.77767 1.98934
N 0.98195 1.69303 1.62726
C 1.67650 0.57123 1.30172
N 1.39265 -0.62382 0.82381
H 2.80700 -1.73522 -0.31077
H 2.76550 -2.13674 1.42182
H 4.49992 -0.62699 1.75249
H 4.34111 0.00427 0.08807
H 3.92124 2.33694 2.61578
H 3.74072 2.69044 0.87815
H 1.73769 3.03842 3.04414
H 1.67091 3.66020 1.37605
H -0.02681 1.73792 1.58407

=====

Entry 6:
39
Properties=species:S:1:pos:R:3 method="wB97M-V/def2-TZVPD" orbital_gap_ev="6.19 / 6.16" multiplicity=3 largest_force_ha_per_bohr=0.00553 s2=2.023 e_above_lowest_kj_mol=0.00 e_lumo_ev="-5.5 / -5.6" total_charge=+1 e_homo_ev="-11.699 / -11.719"
W 0.13397 0.67457 -0.77160
O 1.67244 0.45782 2.86896
C 1.65558 0.14664 1.72934
O 1.24131 1.03131 0.74085
C 2.21548 -1.11852 1.10015
C 3.02427 -0.69047 -0.14765
C 4.01736 -1.75752 -0.55587
C 3.07644 -2.87878 -1.04303
C 1.70762 -2.22063 -0.96959
O 1.98900 -0.78452 -1.18545
C 1.15837 -2.10240 0.45857
C -0.17169 -1.38723 0.30301
O -0.64914 -0.61287 1.14373
O -0.63579 -1.26127 -0.91957
H 2.81877 -1.61853 1.85394
H 3.39799 0.32864 -0.12554
H 4.65166 -2.04854 0.27911
H 4.65330 -1.39297 -1.35942
H 3.10740 -3.77131 -0.41916
H 3.30012 -3.17689 -2.06401
H 0.98864 -2.55362 -1.70647
H 1.06292 -3.03498 1.01208
C -3.35270 0.40992 -0.83542
C -2.76280 1.61055 -0.21561
C -3.53270 2.66876 0.35129
C -2.65906 3.59161 0.82972
C -1.34016 3.12446 0.54412
C -0.11994 3.85338 0.93356
N -1.42349 1.91609 -0.11351
H -4.32640 0.22330 -0.38581
H -2.73066 -0.47555 -0.75041
H -3.50764 0.60023 -1.90349
H -4.60932 2.68037 0.39213
H -2.87429 4.51340 1.34443
H -0.35776 4.50590 1.77170
H 0.20995 4.48298 0.10139
H 0.70399 3.19774 1.19970
I 1.72368 2.57639 -1.80443
I -0.66266 0.47645 -3.30992

=====

Entry 7:
38
Properties=species:S:1:pos:R:3 method="wB97M-V/def2-TZVPD" orbital_gap_ev=7.83 largest_force_ha_per_bohr=0.00855 e_above_lowest_kj_mol=19.98 e_lumo_ev=-3.3 total_charge=+1 e_homo_ev=-11.123
Ir 0.42921 -0.19703 0.38033
S 4.64479 0.65273 -0.54170
C 4.36830 1.20961 1.05119
C 3.09413 0.99230 1.49167
C 2.29978 0.35743 0.49924
C 3.01418 0.12434 -0.65747
C 2.33594 -0.57353 -1.71292
C 2.82707 -0.94438 -2.96097
C 2.01626 -1.63642 -3.83453
C 0.71710 -1.96495 -3.45865
C 0.27075 -1.57760 -2.21719
N 1.05670 -0.89269 -1.37263
H 5.17197 1.68980 1.58739
H 2.74578 1.28761 2.47027
H 3.84059 -0.67815 -3.22834
H 2.38823 -1.92146 -4.80919
H 0.05644 -2.50854 -4.11716
H -0.72919 -1.79725 -1.86833
C -1.04812 -4.76729 4.53938
C -1.43340 -4.34068 3.12378
C -0.32428 -3.64589 2.40609
N -0.42270 -2.49558 1.85242
N 0.74094 -2.07845 1.25368
C 1.72809 -2.93540 1.37836
N 2.96321 -2.78055 0.87403
S 1.26513 -4.35012 2.24666
H -1.89731 -5.23919 5.02971
H -0.74231 -3.90975 5.13842
H -0.22962 -5.48906 4.53345
H -2.27572 -3.64981 3.13595
H -1.73502 -5.21240 2.53838
H 3.23615 -1.86315 0.54850
H 3.69241 -3.40696 1.16695
C -0.06833 2.47088 -0.87417
O -0.48728 1.40522 -0.04175
H 0.26267 2.08922 -1.84461
H 0.74577 3.03091 -0.40840
H -0.91230 3.14090 -1.03417